1.
131
Properties=species:S:1:pos:R:3 method="wB97M-V/def2-TZVPD" molar_mass_g_mol=688.05 homo_ev=-6.49
C 0.1029 0.2937 -0.1617
O -0.8582 -0.6598 0.0216
H 1.0129 0.1440 0.4193
H 0.4383 0.2597 -1.1983
H -0.2820 1.2986 0.0119
H -1.1647 -0.5412 0.9236
C 0.5700 -2.1876 -1.6468
O 0.5196 -2.1788 -0.2815
H 1.5663 -2.4192 -2.0232
H -0.1369 -2.9201 -2.0366
H 0.2933 -1.2356 -2.0997
H -0.0847 -1.4831 -0.0124
C -4.5657 -2.0157 -1.7216
C -3.5386 -1.3149 -0.8323
C -3.8422 -1.6038 0.6642
O -5.0732 -0.8915 1.0045
C -5.4302 -0.7742 2.4782
N -2.2447 -1.6592 -1.3104
H -4.2495 -1.9601 -2.7632
H -5.5716 -1.6037 -1.6402
H -4.5731 -3.0699 -1.4446
H -3.6344 -0.2371 -0.9637
H -2.9877 -1.4869 1.3307
H -4.1745 -2.6296 0.8232
H -6.4952 -0.6027 2.6350
H -4.9116 0.0705 2.9317
H -5.1684 -1.7050 2.9812
H -2.1641 -1.2311 -2.2216
H -1.5521 -1.1361 -0.7939
C -1.3319 -2.7333 1.3484
C -0.5411 -4.0581 1.2174
C -1.3539 -5.3379 1.5319
O -1.6201 -5.2910 2.9539
C -2.1220 -6.5105 3.4768
N 0.0580 -4.1170 -0.0946
H -1.9109 -2.6026 2.2626
H -2.0897 -2.6197 0.5732
H -0.6098 -1.9175 1.3149
H 0.2719 -4.0442 1.9433
H -0.7460 -6.2057 1.2762
H -2.3044 -5.3477 0.9984
H -1.4617 -7.3772 3.5091
H -3.0662 -6.7885 3.0086
H -2.2368 -6.3601 4.5503
H -0.6346 -3.9136 -0.8010
H 0.7005 -3.3663 -0.3040
C -1.3599 0.5904 -2.4917
C -1.3967 1.2686 -3.8822
C -0.4078 2.4968 -3.9816
O -0.8501 3.4659 -3.0435
C 0.0768 4.5466 -3.1029
N -1.1211 0.2049 -4.8094
H -0.3661 0.2571 -2.1928
H -2.0386 -0.2609 -2.4390
H -1.7763 1.2775 -1.7551
H -2.3748 1.6786 -4.1339
H -0.4682 2.8944 -4.9947
H 0.6353 2.2509 -3.7825
H 1.1148 4.2295 -3.0027
H -0.2057 5.1958 -2.2741
H 0.0735 5.0181 -4.0856
H -1.0469 0.6185 -5.7278
H -1.7914 -0.5490 -4.8583
C 1.7836 2.4489 -0.8298
C 2.2599 1.7623 -2.2342
C 3.8180 1.6936 -2.3998
O 4.2214 1.0618 -3.6047
C 5.6804 1.0237 -3.7215
N 1.7457 0.4258 -2.1348
H 0.6944 2.4400 -0.8695
H 2.2015 3.4531 -0.7594
H 2.1370 1.8994 0.0427
H 1.7542 2.2217 -3.0835
H 4.3609 1.1791 -1.6069
H 4.3905 2.6211 -2.3978
H 5.8228 0.8566 -4.7892
H 6.1983 0.2634 -3.1369
H 6.1215 1.9890 -3.4734
H 2.2363 -0.0919 -2.8499
H 0.7971 0.5082 -2.4717
C 4.7604 -0.7413 -1.0915
C 3.5113 -1.1378 -0.3617
C 3.8523 -1.7863 1.0198
O 2.7688 -2.3797 1.6858
C 2.2833 -3.6461 1.1051
N 2.7313 0.0130 -0.0792
H 5.3314 -0.0471 -0.4748
H 4.6009 -0.1941 -2.0207
H 5.4204 -1.5839 -1.2976
H 2.9866 -1.9089 -0.9257
H 4.2846 -1.1218 1.7679
H 4.6953 -2.4703 0.9214
H 1.3548 -3.9474 1.5901
H 3.0439 -4.4266 1.1258
H 2.1399 -3.5187 0.0321
H 2.5438 0.4047 -0.9911
H 1.8627 -0.4196 0.2009
C 2.0423 3.5295 3.3843
C 1.7558 3.3628 1.8964
C 0.2720 3.3115 1.4705
O 0.1538 3.1548 0.0676
C -1.0855 3.6419 -0.4540
N 2.4153 4.5280 1.3268
H 1.6260 2.6622 3.8966
H 1.5367 4.3661 3.8666
H 3.1188 3.6451 3.5104
H 2.1095 2.3870 1.5633
H -0.1912 4.2465 1.7857
H -0.3150 2.5290 1.9514
H -1.2533 4.6729 -0.1426
H -1.9706 3.0962 -0.1272
H -1.0801 3.7160 -1.5414
H 1.8418 5.3470 1.4691
H 2.2584 4.4364 0.3333
C -2.7408 0.7006 1.5135
C -1.3589 0.5532 2.1582
C -1.2106 1.0518 3.6468
O -1.4414 2.4606 3.6663
C -1.0106 3.0566 4.9362
N -0.8959 -0.7778 2.0347
H -3.1770 1.6953 1.4226
H -3.4830 0.1137 2.0545
H -2.6620 0.3462 0.4857
H -0.6856 1.2091 1.6064
H -0.2112 0.8356 4.0243
H -2.0872 0.6602 4.1628
H 0.0262 2.8179 5.1735
H -1.6992 2.6806 5.6930
H -1.1279 4.1403 4.9339
H 0.0647 -0.8425 2.3399
H -1.4274 -1.2907 2.7236



2.
146
Properties=species:S:1:pos:R:3 method="wB97M-V/def2-TZVPD" molar_mass_g_mol=967.64 charge=-1 homo_ev="-3.64 / -4.78" multiplicity=4
O -1.8988 2.4940 -2.4468
V -2.7427 1.2226 -2.1108
O -2.8332 -4.0141 0.2083
V -3.3156 -2.8379 -0.7146
B -3.9833 -0.7860 -1.5632
H -3.0453 -0.6083 -1.0603
H -4.3667 0.0932 -2.0575
H -3.8332 -1.5052 -2.3534
H -4.6767 -1.2974 -0.9138
B -3.5065 2.3867 -0.2555
H -2.9318 3.2650 -0.5058
H -4.2021 2.2942 -1.0751
H -2.8451 1.5473 -0.1068
H -3.9326 2.4894 0.7304
C 0.2630 0.0849 1.3313
F 0.8729 -0.8725 2.1362
F -0.7567 0.5926 2.0717
F 1.1361 0.9679 1.0511
S -0.3530 -0.8283 -0.2996
O 0.8253 -1.3209 -1.0053
O -1.3742 -1.7850 0.0590
O -1.0062 0.2266 -1.0458
C -2.2055 -3.7189 -3.6057
O -1.8686 -3.1556 -2.3584
H -2.7296 -4.6714 -3.5278
H -2.8084 -3.1845 -4.3398
H -1.2707 -4.0643 -4.0472
C 4.3640 4.6741 0.9097
C 3.3211 3.6803 0.3578
C 2.0491 4.3939 -0.1812
O 1.5254 5.2535 0.7570
C 0.2611 5.8352 0.4450
N 3.9885 2.7419 -0.5219
H 5.1544 4.1468 1.4439
H 3.8466 5.2191 1.6992
H 4.8198 5.3612 0.1968
H 2.9826 3.1278 1.2343
H 1.3314 3.5817 -0.2968
H 2.2194 4.8340 -1.1637
H 0.3544 6.5409 -0.3805
H -0.1136 6.3893 1.3055
H -0.5105 5.1770 0.0455
H 3.3636 2.0296 -0.8716
H 4.5651 2.1580 0.0668
C 1.9596 -6.3242 0.6055
C 1.5217 -4.8075 0.9507
C 2.6389 -3.8643 0.4301
O 2.5610 -3.8274 -0.9906
C 3.7913 -3.4560 -1.5450
N 0.1641 -4.5759 0.5893
H 2.9874 -6.4608 0.9415
H 1.9882 -6.3738 -0.4830
H 1.2861 -7.0788 1.0119
H 1.5673 -4.7335 2.0372
H 3.6263 -4.2399 0.6985
H 2.6920 -2.8522 0.8313
H 3.7490 -3.6353 -2.6193
H 4.7543 -3.7625 -1.1364
H 3.7966 -2.3691 -1.4628
H 0.0136 -3.6979 1.0653
H -0.5519 -5.2178 0.8981
C 4.3024 0.5117 3.1319
C 5.5495 0.0526 2.3909
C 5.6543 -1.4682 2.3775
O 6.7817 -1.8060 1.6515
C 7.0000 -3.2325 1.5987
N 5.6137 0.8261 1.1455
H 4.2656 1.5574 3.4373
H 4.2203 -0.0534 4.0604
H 3.4037 0.3377 2.5402
H 6.4193 0.3272 2.9877
H 4.8311 -1.9335 1.8353
H 5.7383 -1.8478 3.3958
H 7.8006 -3.4423 0.8893
H 6.1179 -3.7982 1.2989
H 7.3316 -3.7367 2.5064
H 6.1509 0.2432 0.5196
H 6.1732 1.6603 1.2515
C -4.3536 3.0303 5.2617
C -3.6564 3.9676 4.2421
C -2.1994 3.6089 3.7868
O -1.3839 3.9675 4.9735
C 0.0046 3.6419 5.0021
N -4.5778 4.1466 3.1316
H -4.5001 2.0231 4.8716
H -5.4125 3.2864 5.2970
H -3.8866 2.9900 6.2457
H -3.6592 4.9272 4.7591
H -1.9336 4.2471 2.9441
H -2.1092 2.5611 3.5003
H 0.5777 4.2723 4.3222
H 0.1291 2.7071 4.4555
H 0.4485 3.6108 5.9971
H -4.9252 3.2732 2.7620
H -4.3525 4.7188 2.3304
C -4.6627 -1.3001 3.7809
C -3.4373 -1.6189 2.7725
C -2.6282 -2.8373 3.2826
O -2.2163 -2.6457 4.6063
C -1.4774 -1.4642 4.9986
N -4.1173 -1.9524 1.5165
H -4.2464 -1.2199 4.7850
H -5.3989 -2.1029 3.8207
H -5.2712 -0.4227 3.5620
H -2.8394 -0.7127 2.6753
H -1.7735 -3.0478 2.6397
H -3.2456 -3.7354 3.2636
H -1.3403 -1.5386 6.0774
H -2.1263 -0.6189 4.7693
H -0.4540 -1.5453 4.6323
H -4.6544 -1.1128 1.3533
H -4.8301 -2.6029 1.8145
C 1.1025 1.1399 -4.0055
C 1.4706 -0.1780 -4.3631
C 2.8548 -0.5445 -3.7770
O 3.2921 -1.8383 -4.3594
C 4.7316 -1.8613 -4.7268
N 0.4551 -1.1726 -3.9065
H 1.8580 1.8853 -4.2537
H 0.8757 1.2263 -2.9428
H 0.1179 1.2493 -4.4603
H 1.5295 -0.1786 -5.4515
H 2.7221 -0.7591 -2.7165
H 3.5927 0.2295 -3.9879
H 5.0117 -1.0491 -5.3975
H 4.8903 -2.7598 -5.3232
H 5.4920 -1.8654 -3.9458
H 0.9688 -2.0273 -4.0668
H 0.5151 -1.1733 -2.8983
C -2.5862 -0.3443 -6.1355
C -2.6700 0.6419 -4.9350
C -4.0978 1.1312 -4.7175
O -4.1095 1.9615 -3.5916
C -5.3457 2.5117 -3.4450
N -2.1620 -0.0360 -3.7981
H -2.3437 -1.3723 -5.8659
H -1.8414 -0.0816 -6.8867
H -3.5143 -0.5150 -6.6810
H -2.0625 1.5084 -5.1962
H -4.6754 0.2088 -4.6571
H -4.5275 1.6589 -5.5689
H -5.6373 3.0468 -4.3488
H -5.3695 3.2505 -2.6439
H -6.2159 1.8598 -3.3683
H -1.2559 -0.3832 -4.0783
H -2.5896 -0.9508 -3.8138